[1]
{
  "formula": "C6H20AsB2F6O2Sn",
  "method": "ωB97M-V/def2-TZVPD",
  "species": ["C", "H", "H", "F", "H", "B", "H", "C", "H", "As", "H", "C", "H", "C", "F", "F", "O", "H", "H", "O", "H", "H", "C", "H", "F", "F", "H", "H", "H", "H", "H", "H", "F", "C", "H", "Sn", "B", "H"],
  "coordinates": [[-27.811870, 17.043630, -18.483180], [-28.619440, 15.199300, -17.578480], [-26.383070, 16.259990, -19.859730], [-33.318000, 20.081280, -17.986660], [-28.559090, 15.105310, -19.172750], [-26.740410, 23.829450, -17.575490], [-25.597130, 21.485720, -18.568270], [-26.412000, 16.856980, -18.948210], [-27.659920, 24.077710, -17.068420], [-32.860160, 19.956840, -16.178210], [-31.064140, 21.668960, -13.898970], [-30.444460, 25.017490, -14.425750], [-30.434430, 22.949690, -12.781400], [-30.394100, 23.533340, -14.725310], [-32.462140, 18.239210, -16.551470], [-33.199130, 21.713390, -15.990940], [-28.191100, 18.072740, -17.901940], [-25.397220, 20.462410, -17.169410], [-25.897610, 16.307450, -18.159840], [-29.919530, 23.051230, -15.755350], [-29.772750, 16.227440, -18.412870], [-26.059090, 23.404120, -16.854970], [-28.740910, 15.876330, -18.424040], [-24.509520, 20.100930, -18.642710], [-32.373700, 19.855300, -14.435920], [-31.122780, 20.314240, -16.608410], [-26.329020, 24.725890, -18.012990], [-25.822860, 17.751940, -19.148380], [-26.224290, 19.847570, -18.662570], [-30.421050, 25.206840, -13.352580], [-31.346680, 25.452680, -14.855520], [-26.922900, 23.080250, -18.330230], [-34.491780, 19.463840, -15.703510], [-30.992280, 22.736980, -13.693350], [-29.607580, 25.491650, -14.938500], [-28.415490, 20.957740, -17.275400], [-25.444390, 20.466940, -18.247370], [-32.052760, 22.982420, -13.636270]],
  "forces_ev_per_angstrom": [[-0.34, 1.47, 2.42], [0.32, 0.73, 0.81], [-0.05, -0.28, 0.08], [0.60, 0.12, 2.70], [-0.17, 0.47, -0.80], [-0.60, -0.15, 1.05], [-0.35, 3.52, -1.22], [0.45, -0.04, -0.84], [-3.84, 1.17, 2.12], [-0.31, -0.62, -1.33], [0.64, 0.01, -0.11], [0.65, 0.06, -0.85], [-0.45, -0.12, 0.35], [0.68, 0.17, -2.16], [-0.28, 1.60, 0.84], [0.40, -1.88, -0.11], [0.29, -0.76, -1.11], [-0.12, -0.23, 4.71], [0.02, -0.19, 0.06], [-0.14, 0.68, 0.89], [0.08, -0.11, -0.11], [2.73, -1.78, 2.78], [-0.42, -1.12, -0.61], [3.54, -1.68, -1.45], [-0.31, 0.03, -1.94], [-0.87, 0.07, 0.25], [1.46, 3.29, -2.00], [-0.46, 0.30, 0.36], [-3.68, -2.75, -1.61], [-0.03, 0.01, -0.12], [-0.17, -0.13, 0.07], [-1.01, -3.45, -3.53], [1.24, 0.69, -0.53], [-0.94, -1.84, 1.00], [0.06, 0.10, 0.14], [2.17, 1.14, -0.63], [-0.73, 0.92, -0.05], [-0.02, 0.58, 0.50]],
  "homo_ha": -0.222,
  "homo_lumo_gap_ev": 6.135,
  "spin_multiplicity": 1,
  "charge": -1
}


[2]
{
  "formula": "CH4N2",
  "method": "ωB97M-V/def2-TZVPD",
  "species": ["H", "N", "C", "H", "H", "H", "N"],
  "coordinates": [[1.889645, 0.694482, 0.263303], [-1.096985, -0.186777, -0.272563], [0.103555, 0.027258, 0.365296], [-1.273793, 0.525479, -0.970298], [0.064277, 0.017156, 1.458959], [-1.845624, -0.319206, 0.419852], [1.221485, 0.124772, -0.248916]],
  "forces_ev_per_angstrom": [[0.32, -0.74, 0.82], [0.36, -0.41, 0.63], [0.74, -0.29, 0.15], [-0.19, -0.17, -0.18], [-0.33, 0.31, -0.02], [-0.11, 0.27, -0.23], [-0.79, 1.02, -1.17]],
  "s_squared": 0.75,
  "homo_ha": [0.051, -0.172],
  "homo_lumo_gap_ev": [3.834, 9.855],
  "spin_multiplicity": 2,
  "de_lowest_ev": 0.229,
  "charge": -1
}


[3]
{
  "formula": "C18H27N2O6P2Y",
  "method": "ωB97M-V/def2-TZVPD",
  "species": ["H", "C", "H", "C", "H", "H", "P", "Y", "C", "H", "C", "H", "H", "C", "C", "N", "H", "H", "C", "O", "H", "C", "C", "O", "P", "H", "O", "O", "H", "H", "C", "C", "H", "H", "H", "H", "H", "H", "C", "H", "O", "H", "H", "H", "C", "C", "C", "O", "H", "C", "H", "C", "N", "H", "H", "C"],
  "coordinates": [[-2.630214, -1.489490, 6.783930], [1.197048, -2.498806, -1.557487], [0.358373, 2.937861, -1.810462], [2.689504, 1.310405, -2.711235], [1.849154, -3.024017, -0.836271], [-0.310213, -5.010873, -0.695365], [0.493091, 2.477599, 0.580423], [-0.681274, -0.047221, 0.232275], [-1.368183, -2.940522, -2.503382], [3.028162, 2.301164, -3.002037], [-0.489959, -4.161152, -0.023436], [-3.681534, 0.933887, -2.848265], [-1.020144, -3.914259, -2.883107], [0.723683, -0.417519, 5.067460], [1.156306, 2.512424, -1.160751], [1.223870, 0.001983, -1.316057], [3.196270, -1.982998, -3.227403], [-4.427924, -1.378857, -0.703937], [2.108748, 2.665001, 1.443284], [-2.808506, 1.291310, -3.123960], [2.828331, 1.903478, 1.101816], [-1.622972, -1.112618, 4.911204], [-1.706224, -1.184588, 6.295273], [-4.395085, -1.442708, -1.691187], [-0.548069, -2.562616, -0.907305], [-0.653084, 4.292978, 1.724743], [-1.574436, -0.099917, 2.287707], [-1.737982, -1.002763, 9.061623], [4.034939, 0.245417, -4.032131], [1.973860, 3.254025, -1.097374], [-0.425295, -0.698675, 4.301115], [1.745742, -1.122677, -1.895660], [1.680790, -0.231727, 4.574162], [-1.095896, -2.169925, -3.241921], [-5.248449, -1.855091, -1.961087], [-2.462883, -2.924398, -2.409171], [-2.455008, -1.418171, 4.268105], [-0.940142, 4.358897, -0.021589], [-0.457733, -0.499193, 2.836116], [2.530668, 3.664044, 1.238672], [0.556865, -0.737459, 2.045971], [1.474727, -0.140740, 7.095467], [0.615832, 4.929360, 0.643234], [0.310578, -4.138839, 0.728879], [1.699126, 1.209570, -1.737518], [3.252194, 0.172454, -3.274245], [0.639895, -0.438075, 6.454700], [0.342636, -0.297247, 9.087878], [1.170115, -3.131121, -2.461970], [-0.173767, 4.171408, 0.742980], [1.971428, 2.541871, 2.527417], [2.781434, -1.058220, -2.828647], [-0.674955, -0.705161, 8.474165], [-3.033326, 2.004870, -3.760516], [-1.436369, -4.326097, 0.506467], [-0.576385, -0.820673, 7.059402]],
  "forces_ev_per_angstrom": [[0.33, 0.08, -0.01], [0.04, -0.01, 0.38], [0.51, -0.30, 0.20], [0.01, 0.15, 0.12], [-0.15, 0.36, -0.19], [-0.05, 0.37, 0.00], [1.28, 1.02, -0.43], [0.18, 0.07, 1.41], [-0.46, 0.25, -0.14], [-0.07, -0.18, -0.01], [-0.23, -0.02, 0.55], [0.73, 0.20, -0.35], [-0.14, 0.30, 0.25], [-0.23, -0.37, -0.28], [-0.31, 0.29, -0.02], [0.08, -0.02, -0.59], [-0.17, 0.21, 0.09], [-0.38, -0.23, -1.31], [0.05, -0.46, 0.46], [-0.87, 0.26, 0.05], [-0.32, 0.18, 0.13], [0.29, 0.03, -0.15], [0.52, 0.07, 0.42], [-0.45, -0.14, 1.02], [0.69, -1.44, -1.22], [0.18, -0.06, -0.24], [1.16, -0.42, -0.14], [1.95, 0.49, -1.80], [-0.25, -0.05, 0.28], [-0.35, -0.28, -0.40], [0.08, 0.04, 0.25], [0.16, 0.07, -0.17], [-0.39, 0.21, 0.15], [-0.08, -0.16, 0.26], [0.83, 0.44, 0.38], [0.32, -0.10, -0.02], [0.20, 0.33, 0.45], [0.16, -0.06, 0.20], [0.14, -0.42, -1.00], [-0.29, -0.39, 0.03], [-1.62, 0.76, 0.36], [-0.33, -0.24, -0.33], [-0.13, -0.35, -0.02], [-0.22, 0.07, -0.16], [0.26, 0.05, 0.03], [-0.20, -0.08, 0.35], [-0.50, -0.20, 0.28], [-2.03, -0.81, -1.46], [0.23, 0.33, 0.30], [-0.59, 0.10, 0.00], [0.12, 0.10, -0.30], [-0.14, 0.01, -0.09], [0.12, 0.21, 4.43], [0.25, -0.65, 0.57], [0.19, -0.04, -0.15], [-0.07, 0.40, -2.42]],
  "homo_ha": -0.541,
  "homo_lumo_gap_ev": 8.139,
  "spin_multiplicity": 1,
  "de_lowest_ev": 0.000,
  "charge": 2
}